No. 1
ORCA calculation (ωB97M-V/def2-TZVPD) on a gas-phase ion, C4H4NO (charge +1).

## Properties
- SMILES = [NH+]#C/C=C\C=O
- total charge = +1
- HOMO (eV) = -14.9
- spin multiplicity = 1
- HOMO-LUMO gap (eV) = 8.55
- F_max (eV/Å) = 5.239

Each line ends with the natural charge from an NBO analysis.
Cartesian coordinates (Å):
N 1.9272 1.3232 0.0900  -0.40
C 1.2997 0.3482 0.0120  0.66
C 0.5652 -0.7152 -0.2974  -0.45
C -0.7649 -0.7255 -0.2865  -0.02
C -1.6488 0.2080 0.3038  0.35
O -2.4824 0.9734 -0.0911  -0.37
H 2.7323 1.9116 0.1695  0.50
H 1.0077 -1.7212 -0.6113  0.33
H -1.2488 -1.6140 -0.7331  0.28
H -1.3873 0.0115 1.4441  0.14

Forces on atoms 1 to 3 (eV/Å):
-1.0 -2.3 0.0
3.0 4.3 0.2
-1.0 -4.7 -1.0

---

No. 2
ORCA calculation (ωB97M-V/def2-TZVPD) on a molecular structure, C42H70BN10RbSe4.

## Properties
- total charge = -2
- HOMO (eV) = -0.7
- spin multiplicity = 1
- HOMO-LUMO gap (eV) = 4.26
- F_max (eV/Å) = 0.576

Each line ends with the Löwdin charge.
Cartesian coordinates (Å):
Rb -0.0409 0.2411 -0.1703  0.51
C 0.3860 -3.9478 -2.3315  -0.07
C 1.2880 -3.9389 -1.1268  -0.17
C 0.7946 -4.3069 0.1315  -0.17
C -0.6375 -4.7693 0.2366  -0.07
C 1.6357 -4.2572 1.2535  -0.18
C 1.1280 -4.7603 2.5888  -0.06
C 2.9310 -3.7435 1.1266  -0.19
C 3.8155 -3.5402 2.3372  -0.06
C 3.4377 -3.4199 -0.1398  -0.18
C 4.8487 -2.8854 -0.2450  -0.05
C 2.6346 -3.5772 -1.2733  -0.17
C 3.1649 -3.3710 -2.6730  -0.03
H 0.4422 -4.9025 -2.8657  0.10
H 0.6518 -3.1722 -3.0469  -0.02
H -0.6558 -3.7870 -2.0608  0.04
H -0.7986 -5.6665 -0.3666  0.09
H -1.3235 -4.0086 -0.1465  -0.06
H -0.9430 -4.9769 1.2585  0.06
H 0.5562 -5.6776 2.4603  0.07
H 0.4747 -4.0261 3.0701  0.07
H 1.9440 -4.9866 3.2712  0.06
H 4.3521 -2.5940 2.2699  0.06
H 4.5632 -4.3356 2.4281  0.09
H 3.2443 -3.5085 3.2614  0.05
H 5.0818 -2.5491 -1.2508  0.05
H 5.5916 -3.6342 0.0463  0.08
H 4.9754 -2.0214 0.4104  0.07
H 2.9268 -2.3706 -3.0426  0.07
H 2.7037 -4.0775 -3.3608  0.08
H 4.2428 -3.5123 -2.7279  0.07
C 2.3666 5.0172 3.9132  -0.03
C 2.0630 3.5810 3.6270  -0.28
C 2.2410 2.5160 4.4867  0.00
C 1.8444 1.3847 3.7484  -0.27
N 1.4518 1.7469 2.5391  0.14
N 1.5817 3.0864 2.4597  0.03
B 1.3664 3.9048 1.1520  -0.49
N -0.1144 3.9875 0.6854  0.03
N -0.6105 3.2729 -0.3452  0.09
C -1.7610 3.8210 -0.7025  -0.26
C -2.0409 4.9181 0.1386  0.01
C -0.9668 4.9932 1.0016  -0.29
C -0.7603 5.9661 2.1148  -0.04
C -2.5736 3.3082 -1.8683  -0.54
C -1.6451 2.6914 -2.9159  -0.06
C -3.5735 2.2449 -1.3924  -0.03
C -3.3470 4.4667 -2.5098  -0.06
N 2.2946 3.3904 0.0299  0.02
N 2.0620 2.3032 -0.7356  0.08
C 3.0123 2.2588 -1.6577  -0.26
C 3.9021 3.3388 -1.4765  0.01
C 3.4079 4.0362 -0.3971  -0.28
C 3.9768 5.2764 0.2125  -0.04
C 3.1013 1.2289 -2.7623  -0.53
C 3.2417 1.9631 -4.1034  -0.04
C 4.3266 0.3342 -2.5264  -0.04
C 1.8559 0.3463 -2.8376  -0.12
C 1.8943 -0.0516 4.2099  -0.53
C 1.3363 -0.9900 3.1378  -0.05
C 3.3558 -0.4283 4.4978  -0.05
C 1.0913 -0.2086 5.5096  -0.04
H 2.6982 5.1109 4.9473  0.07
H 3.1549 5.3992 3.2629  0.06
H 1.4931 5.6525 3.7751  0.05
H 2.6101 2.5545 5.4995  0.10
H 1.7011 5.0258 1.4061  0.10
H -2.8876 5.5850 0.1135  0.10
H -1.6209 6.6301 2.1834  0.07
H -0.6527 5.4434 3.0679  0.08
H 0.1358 6.5710 1.9598  0.07
H -1.0946 1.8609 -2.4814  0.02
H -2.2196 2.3109 -3.7613  0.08
H -0.9273 3.4340 -3.2721  0.09
H -3.0509 1.3652 -1.0130  0.06
H -4.2150 2.6433 -0.6017  0.08
H -4.2045 1.9169 -2.2209  0.09
H -2.6645 5.2652 -2.8089  0.08
H -3.8714 4.1036 -3.3958  0.08
H -4.0889 4.8774 -1.8210  0.07
H 4.7812 3.5896 -2.0485  0.10
H 4.8484 5.5886 -0.3625  0.07
H 3.2514 6.0910 0.2091  0.07
H 4.2893 5.1107 1.2456  0.07
H 4.1474 2.5720 -4.1289  0.07
H 3.2748 1.2405 -4.9216  0.09
H 2.3824 2.6178 -4.2575  0.09
H 5.2498 0.9188 -2.5134  0.08
H 4.2321 -0.1832 -1.5691  0.08
H 4.4009 -0.4150 -3.3190  0.08
H 0.9712 0.9608 -3.0129  0.05
H 1.9378 -0.3587 -3.6669  0.07
H 1.7243 -0.2203 -1.9168  0.01
H 1.9334 -0.9234 2.2261  0.08
H 1.3578 -2.0239 3.4902  0.07
H 0.3073 -0.7207 2.8914  0.05
H 3.9586 -0.3289 3.5934  0.09
H 3.7799 0.2236 5.2638  0.07
H 3.4171 -1.4617 4.8509  0.08
H 0.0556 0.1024 5.3739  0.06
H 1.1011 -1.2531 5.8333  0.08
H 1.5193 0.4024 6.3068  0.08
Se -3.1269 -2.3661 -0.8844  -0.13
Se -3.4107 -1.7297 -3.1198  -0.20
Se -1.3881 -0.8824 -3.8696  -0.30
Se -0.3574 -2.2317 -5.4515  -0.30
C -2.6757 -1.5883 2.7545  -0.18
N -3.8172 -1.6709 3.6773  -0.09
C -5.0025 -1.1793 2.9610  -0.17
N -4.8372 0.2021 2.5076  -0.08
C -3.6724 0.2411 1.6096  -0.20
N -2.4494 -0.2175 2.2900  -0.09
C -2.2287 0.6453 3.4476  -0.18
N -3.3567 0.6162 4.3922  -0.09
C -3.5612 -0.7763 4.8037  -0.19
C -4.5575 1.0444 3.6644  -0.19
H -2.8712 -2.2195 1.8849  0.06
H -1.7816 -1.9451 3.2751  0.12
H -5.8666 -1.2341 3.6308  0.12
H -5.1709 -1.8126 2.0879  0.12
H -3.5248 1.2704 1.2754  0.11
H -3.8617 -0.4034 0.7469  0.02
H -2.0790 1.6736 3.1083  0.13
H -1.3307 0.3192 3.9739  0.09
H -4.4164 -0.8126 5.4858  0.12
H -2.6674 -1.1185 5.3340  0.12
H -4.4116 2.0737 3.3271  0.12
H -5.4118 1.0092 4.3487  0.12

Forces on atoms 1 to 3 (eV/Å):
-0.5 0.0 0.3
0.0 -0.1 0.1
0.0 0.0 0.1

---

No. 3
ORCA calculation (ωB97M-V/def2-TZVPD) on a gas-phase ion, C10H24IN2 (charge +1).

## Properties
- SMILES = CCC[C@@H](C)C[N@H+](CC)[C@@H](N)CI
- total charge = +1
- HOMO (eV) = -12.9
- spin multiplicity = 1
- HOMO-LUMO gap (eV) = 9.69
- F_max (eV/Å) = 5.725

Each line ends with the natural charge from an NBO analysis.
Cartesian coordinates (Å):
C 0.0574 0.3994 -4.5640  -0.60
C 0.0774 0.7925 -3.0722  -0.41
C 0.9877 -0.2408 -2.3973  -0.40
C 1.1191 -0.1942 -0.8658  -0.22
C 1.7875 1.0714 -0.3539  -0.67
C -0.2057 -0.4546 -0.1100  -0.22
N -0.0690 -0.2309 1.3560  -0.41
C 0.6076 -1.5039 1.8652  -0.22
C 1.3431 -1.1634 3.1073  -0.69
C -1.3901 0.2406 2.0299  0.07
N -1.5733 1.6354 1.6766  -0.86
C -2.5569 -0.6109 1.6784  -0.49
I -4.1816 0.1336 3.0318  0.12
H 1.0016 0.4862 -5.1506  0.23
H -0.6929 1.2083 -5.0607  0.21
H -0.4959 -0.4497 -4.6523  0.21
H -0.8005 0.9077 -2.4515  0.19
H 0.4690 1.7452 -3.0095  0.20
H 1.9674 -0.1537 -2.9605  0.23
H 0.7112 -1.3616 -2.5183  0.21
H 1.6800 -1.1363 -0.4701  0.20
H 1.0951 1.9381 -0.0532  0.22
H 2.2946 1.6537 -1.1771  0.26
H 2.4323 0.9650 0.4973  0.22
H -1.0023 0.2566 -0.2710  0.21
H -0.6754 -1.5455 -0.1762  0.23
H 0.3397 0.6946 1.5525  0.47
H -0.2459 -2.1561 1.9305  0.23
H 1.2582 -1.7510 0.9332  0.24
H 2.0173 -0.1681 3.0248  0.24
H 0.7845 -1.0428 4.1153  0.25
H 2.0815 -2.0194 3.4009  0.27
H -1.0273 -0.0774 3.0227  0.23
H -1.5202 2.2448 2.4531  0.41
H -2.3292 1.8631 1.0663  0.40
H -2.5956 -1.5888 1.9123  0.23
H -2.7499 -0.3871 0.6601  0.22

Forces on atoms 1 to 3 (eV/Å):
-2.2 5.3 -0.6
1.0 -2.5 0.0
0.8 -2.0 0.1

---

Q: HOMO-LUMO gap of number 1 (C4H4NO)?
A: 8.55 eV

---

Q: What is the formula in the first record?
A: C4H4NO

---

Q: Which of these has the highest HOMO-LUMO gap?
A: C10H24IN2